C36H60N2O19P | ωB97M-V with the def2-TZVPD basis set

## Properties
Relative energy (zero: lowest compared OMol25 entry of this formula, charge and spin) (kcal per mole): 0.0
DFT total energy (eV): -89469.6101
Charge: +1
Orbital gap (hartree): 0.2553
LUMO (eV): -4.8
Multiplicity: 1
HOMO energy (eV): -11.7

Geometry as XYZ:
```
118
Properties=species:S:1:pos:R:3:forces:R:3:lowdin_charge:R:1
C 0.195970 2.347922 5.929701 -0.703 -1.216 -0.100 -0.0183
C -0.230375 1.082285 5.053067 1.041 1.358 0.484 -0.3519
C 0.125585 1.385334 3.515485 -0.236 0.438 1.202 -0.0277
N 1.522881 0.889444 3.300389 2.114 0.042 -0.687 0.0002
C 2.549575 1.783122 3.623213 2.293 -0.277 -0.117 0.0283
C 3.954166 1.472645 3.501554 -2.000 -2.425 -0.810 0.0869
C 4.309912 0.116201 3.000565 -1.367 0.717 -0.044 -0.0019
C 5.825843 -0.226440 2.915825 1.951 -0.673 -0.474 -0.4198
O 6.402909 -0.839433 3.764448 -1.468 0.442 0.142 0.1923
O 6.591223 0.243128 1.835213 -1.918 -0.316 0.288 -0.0106
C 6.878019 -0.794535 0.878382 0.693 -1.061 -1.368 -0.2314
N 5.764811 -0.915101 -0.112539 0.544 0.149 0.790 0.0375
C 3.247616 -0.830760 2.650890 -1.138 2.756 0.802 -0.0598
P 3.565404 -2.555355 2.042461 1.827 -2.875 -0.372 0.5880
O 4.998585 -2.907101 1.907900 -1.216 1.308 0.436 -0.2468
O 2.847927 -2.790443 0.562272 -0.206 0.157 2.605 -0.1338
O 2.892360 -3.643484 3.123579 -0.155 2.195 -1.346 -0.1347
C 1.838228 -0.360577 2.812823 0.897 -1.286 -0.086 -0.0805
C 0.681880 -1.310198 2.417459 -0.340 0.622 -0.900 -0.1145
C 0.198955 -1.057349 0.902142 -0.638 0.042 0.867 -0.1245
C -0.976534 -2.082299 0.619295 0.331 0.645 -0.704 -0.2297
O -0.447137 -3.381427 0.327548 0.094 0.335 -0.037 -0.0791
O -1.616695 0.896688 5.300208 0.949 -0.764 -0.915 -0.1056
C -2.120491 -0.323604 4.747268 -1.038 -1.063 0.677 -0.1597
C -1.516522 -1.623898 5.372487 0.813 -2.253 0.088 -0.1761
C -1.666864 -2.865250 4.569409 0.937 -0.107 1.212 -0.0538
C -1.143880 -4.164329 4.978965 0.194 2.180 1.517 -0.0600
C -0.452671 -4.244942 6.281708 -0.907 1.820 -1.203 -0.0723
C -0.307719 -3.028314 7.085870 -0.556 -0.219 -1.263 -0.0671
C -0.831628 -1.712284 6.663561 -0.314 -1.778 -1.581 -0.0252
H -0.339670 3.227552 5.490890 0.593 -0.527 0.713 0.0985
H 1.305574 2.482926 5.982359 -0.979 -0.020 -0.223 0.0755
H -0.150850 2.115130 6.977396 0.264 0.552 -1.100 0.1020
H 0.430907 0.241143 5.396417 -0.946 0.248 -0.392 0.1393
H 0.197291 2.507482 3.434151 -0.321 -1.282 -0.361 0.1402
H -0.606771 0.951882 2.793579 0.889 0.417 0.563 0.1219
H 2.287948 2.804001 4.001190 -0.113 -1.270 -0.531 0.1462
H 4.781351 2.165895 3.766835 -1.045 -0.412 -0.209 0.1456
H 7.803533 -0.536155 0.290520 -0.912 0.291 0.972 0.1388
H 7.094250 -1.775941 1.382501 -0.403 1.035 -0.104 0.1238
H 4.909582 -0.597288 0.351762 0.271 -0.355 -0.417 0.0426
H 5.671878 -1.909953 -0.348637 -0.220 0.558 0.246 0.0683
H 2.315772 -3.612207 0.591405 0.091 0.354 -0.114 0.0939
H 2.974191 -3.308150 4.037100 -0.006 -0.307 -0.342 0.0965
H -0.220368 -1.132771 3.054014 1.009 -0.208 -0.317 0.0781
H 0.925807 -2.399658 2.489255 0.088 1.085 0.233 0.1074
H 1.049998 -1.174222 0.172360 -0.998 0.085 0.750 0.1145
H -0.224561 -0.016049 0.821623 0.517 -0.897 -0.028 0.1139
H -1.599976 -1.679445 -0.234284 0.623 -0.525 0.810 0.1337
H -1.665960 -2.208492 1.499283 0.819 0.192 -0.788 0.1098
H 0.024500 -3.366049 -0.525081 -0.490 0.158 0.388 0.0995
H -3.226164 -0.342678 4.984229 1.165 0.250 -0.237 0.1461
H -2.065589 -0.373379 3.617966 0.138 0.174 1.042 0.1141
H -2.177538 -2.822124 3.569045 0.469 0.104 1.160 0.0980
H -1.278134 -5.043136 4.295160 0.199 0.948 0.940 0.1092
H -0.042344 -5.234927 6.612498 -0.418 1.273 -0.192 0.1051
H 0.248626 -3.143098 8.053795 -0.730 0.367 -1.038 0.1035
H -0.707624 -0.788152 7.287370 -0.110 -1.175 -0.582 0.1145
C 4.330981 -0.743344 -4.102390 0.054 0.042 -0.293 -0.0573
C 5.033841 -1.868619 -3.369690 -0.118 0.484 0.185 -0.2281
O 5.326774 -2.956182 -4.255515 0.162 -0.188 0.014 0.0331
C 6.395163 -2.782341 -5.045240 -0.134 -0.034 -0.143 -0.5991
O 7.114977 -1.817282 -5.061874 -0.090 -0.165 0.071 0.1266
O 6.510624 -3.860904 -5.828991 -0.043 0.156 0.263 0.0041
C 7.566874 -3.771540 -6.786358 0.299 -0.092 -0.327 -0.0404
H 3.448917 -1.119127 -4.626418 -0.043 -0.007 0.155 0.0725
H 4.025152 0.039027 -3.406178 0.008 -0.046 0.009 0.0786
H 4.981830 -0.296724 -4.855713 0.052 -0.003 0.136 0.0796
H 4.372921 -2.264483 -2.595810 0.065 -0.277 -0.165 0.1096
H 5.940317 -1.519389 -2.872211 0.018 -0.033 -0.199 0.1077
H 8.514889 -3.523090 -6.308921 -0.133 0.120 -0.006 0.0971
H 7.316359 -3.032526 -7.548665 0.103 0.056 0.119 0.1000
H 7.663908 -4.745221 -7.263698 -0.219 -0.004 0.171 0.0946
C -8.037967 -2.395240 0.570642 -0.092 0.314 0.091 -0.0621
C -6.623313 -2.691946 1.026954 -0.497 -0.500 -0.154 -0.2118
O -5.835594 -1.492125 1.082315 0.310 0.180 0.274 0.0270
C -6.036767 -0.721375 2.156405 -0.227 -0.123 -0.294 -0.6038
O -6.793699 -0.948473 3.063253 0.246 0.075 -0.044 0.1320
O -5.258240 0.366508 2.038458 0.118 -0.175 0.049 -0.0107
C -5.436714 1.321871 3.084309 0.012 0.314 0.231 -0.0466
H -8.028749 -1.845823 -0.373025 0.052 -0.156 -0.034 0.0842
H -8.601482 -3.319515 0.438640 0.062 0.010 -0.010 0.0838
H -8.563532 -1.773249 1.297035 0.043 -0.125 0.045 0.0771
H -6.137981 -3.348655 0.303695 0.200 0.263 0.015 0.1220
H -6.610908 -3.206784 1.989904 0.012 0.238 0.041 0.1241
H -5.329769 0.859140 4.066214 -0.180 -0.032 -0.082 0.0867
H -6.411728 1.801390 2.991219 0.008 -0.126 0.131 0.1036
H -4.665260 2.083532 2.976200 0.018 -0.158 -0.226 0.0909
C 0.120933 -0.229763 -8.184412 -0.246 0.205 0.004 -0.0626
C 0.544206 -0.703203 -6.807913 0.095 -0.321 -0.592 -0.2148
O 0.335399 0.322403 -5.826425 -0.129 -0.001 0.388 0.0293
C -0.925680 0.469850 -5.406076 0.157 0.092 -0.260 -0.6009
O -1.875032 -0.177334 -5.765588 0.129 0.069 0.182 0.1278
O -0.955098 1.483083 -4.527401 0.088 -0.206 -0.008 -0.0018
C -2.265841 1.806433 -4.061145 -0.323 0.140 0.205 -0.0454
H 0.615218 0.711376 -8.434367 0.122 -0.119 0.002 0.0840
H 0.369985 -0.974537 -8.941249 0.032 0.017 0.047 0.0829
H -0.954003 -0.045917 -8.223908 0.039 -0.131 0.033 0.0765
H 1.613578 -0.919238 -6.810942 -0.031 0.226 0.241 0.1164
H 0.030192 -1.623752 -6.523418 -0.133 0.188 0.079 0.1244
H -2.777662 0.926171 -3.670578 0.019 0.001 -0.203 0.0967
H -2.843674 2.260373 -4.866222 -0.094 -0.187 0.075 0.0887
H -2.166368 2.531875 -3.254924 0.246 -0.003 -0.139 0.0938
C -5.552875 8.215628 -2.546968 0.086 0.028 -0.309 -0.0643
C -4.845669 7.085766 -1.824859 -0.256 0.523 0.270 -0.2162
O -4.559406 6.001009 -2.718366 0.299 -0.221 -0.028 0.0314
C -3.498382 6.176782 -3.514731 -0.287 0.077 -0.048 -0.5993
O -2.776856 7.140122 -3.534492 -0.027 -0.217 0.048 0.1274
O -3.390937 5.099843 -4.305899 0.041 0.061 0.220 -0.0081
C -2.342807 5.196132 -5.271492 0.280 -0.025 -0.332 -0.0396
H -6.438909 7.843448 -3.065449 -0.030 -0.011 0.162 0.0837
H -5.852677 8.993886 -1.843992 -0.002 -0.058 0.009 0.0815
H -4.906418 8.665408 -3.302240 0.045 0.001 0.131 0.0767
H -5.499308 6.684492 -1.049009 0.065 -0.258 -0.185 0.1207
H -3.934175 7.431472 -1.332505 0.055 -0.063 -0.220 0.1223
H -1.390467 5.442647 -4.801199 -0.128 0.122 -0.005 0.1015
H -2.600923 5.939241 -6.026985 0.109 0.052 0.117 0.1039
H -2.245169 4.227009 -5.757632 -0.210 0.009 0.145 0.0798
```
Forces are in eV/Å.